Entry 1:
This record from the OMol25 dataset describes 2 unconnected molecules or ions with the total composition CH3BrOS. The level of theory is ωB97M-V/def2-TZVPD.

Geometry as ORCA input:
```
! wB97M-V def2-TZVPD RIJCOSX def2/J DEFGRID3
* xyz 0 1
C -0.21 -0.51 0.11
O -1.21 0.42 0.24
S -1.82 1.22 -0.99
Br 2.83 1.01 0.20
H 0.88 0.04 0.00
H -0.48 -1.22 -0.71
H 0.01 -0.95 1.15
*
```

Calculated values
HOMO energy (alpha / beta) = -8.94 / -8.88 eV
energy above the lowest of the compared OMol25 structures with the same formula, charge and spin = 90.4 kcal per mole

natural (NBO) population analysis, charges in e, atoms 1 to 5: -0.284 -0.489 0.488 -0.427 0.256

=====

Entry 2:
This record from the OMol25 dataset describes a molecular structure, C4H6N3O3P. The level of theory is ωB97M-V/def2-TZVPD.

Geometry as ORCA input:
```
! wB97M-V def2-TZVPD RIJCOSX def2/J DEFGRID3
* xyz -2 3
C -3.61 0.29 0.06
C -1.62 0.64 0.09
C 0.99 -1.75 -0.03
C 1.08 -0.40 0.63
N -2.47 -0.37 0.37
N -3.50 1.51 -0.38
N -2.08 1.78 -0.29
O 3.04 1.47 1.09
O 3.52 -0.41 -0.57
O 1.86 1.56 -1.14
P 2.50 0.60 0.04
H -4.51 -0.21 -0.19
H 0.92 -1.51 -1.18
H 1.87 -2.23 0.28
H 0.10 -2.24 0.26
H 0.98 -0.22 1.79
H 0.94 1.48 -0.86
*
```

Calculated values
HOMO energy (alpha / beta) = -0.65 / -1.73 eV
⟨S²⟩ = 2.0104

natural (NBO) population analysis, charges in e, atoms 1 to 5: 0.075 0.373 -0.690 -0.485 -0.680

=====

Entry 3:
This record from the OMol25 dataset describes a molecular structure, C5H19Al4O13P2. The level of theory is ωB97M-V/def2-TZVPD.

Geometry as ORCA input:
```
! wB97M-V def2-TZVPD RIJCOSX def2/J DEFGRID3
* xyz 5 1
Al -24.24 -9.07 4.83
Al -20.52 -6.35 -4.27
Al -19.74 -4.73 2.58
Al -26.21 -4.67 0.32
C -27.89 -10.24 0.48
O -27.75 -9.17 1.40
H -28.42 -11.08 0.93
H -28.40 -9.98 -0.44
H -26.96 -10.64 0.08
P -24.21 -3.93 4.86
O -25.37 -4.93 4.54
O -23.00 -4.90 5.22
O -24.58 -2.89 5.91
O -23.69 -3.33 3.52
P -22.51 -8.20 0.03
O -23.01 -7.30 1.17
O -23.34 -7.90 -1.21
O -22.64 -9.63 0.70
O -21.09 -7.69 -0.20
C -26.04 -9.33 -5.69
O -24.79 -8.74 -5.25
H -26.79 -9.02 -4.97
H -26.32 -9.17 -6.73
H -25.94 -10.41 -5.61
H -24.85 -8.62 -4.30
C -22.92 -14.92 3.46
O -22.88 -13.47 3.45
H -22.12 -15.42 2.91
H -22.82 -15.39 4.44
H -23.91 -15.21 3.09
H -22.64 -13.16 2.58
C -24.21 -13.87 -1.98
O -23.01 -13.25 -1.62
H -24.93 -13.83 -1.17
H -24.59 -13.26 -2.80
H -23.97 -14.91 -2.19
H -23.11 -12.44 -1.11
C -17.24 -11.22 0.55
O -17.16 -9.81 0.51
H -18.29 -11.45 0.73
H -17.00 -11.63 -0.44
H -16.49 -11.69 1.18
H -18.04 -9.43 0.48
*
```

Calculated values
HOMO energy = -20.52 eV

natural (NBO) population analysis, charges in e, atoms 1 to 5: 0.997 0.999 0.998 0.998 -0.367

=====

Entry 4:
This record from the OMol25 dataset describes 4 unconnected molecules or ions with the total composition C3H16NO3. The level of theory is ωB97M-V/def2-TZVPD.

Geometry as ORCA input:
```
! wB97M-V def2-TZVPD RIJCOSX def2/J DEFGRID3
* xyz 1 1
C -1.68 2.02 0.98
C -0.43 1.30 1.37
N -0.34 -0.09 0.76
C -0.29 -1.16 1.79
H -2.05 1.83 -0.03
H -2.52 1.70 1.64
H -1.73 3.11 1.01
H 0.49 1.78 0.98
H -0.25 1.22 2.44
H 0.57 -0.14 0.20
H -0.98 -0.23 -0.03
H -0.83 -2.03 1.38
H -0.66 -0.83 2.75
H 0.70 -1.65 1.81
H 0.97 -2.02 -1.26
H 2.29 -1.17 -0.89
O 1.41 -1.45 -0.60
H -2.24 -0.57 -2.15
H -1.02 0.29 -2.70
O -1.37 -0.18 -1.94
H 3.05 0.18 -2.47
H 3.89 -1.15 -2.41
O 3.01 -0.77 -2.62
*
```

Calculated values
HOMO energy = -15.14 eV
energy above the lowest of the compared OMol25 structures with the same formula, charge and spin = 23.8 kcal per mole

natural (NBO) population analysis, charges in e, atoms 1 to 5: -0.665 -0.213 -0.561 -0.436 0.232

=====

Number 1: strongest force on any atom 1.9 eV/A. Number 2: strongest force on any atom 4.1 eV/A. Number 3: strongest force on any atom 4.8 eV/A. Number 4: strongest force on any atom 2.6 eV/A.